Entry 1:
DFT (ωB97M-V/def2-TZVPD) results for a structure of composition C17H23AsN2SSe4TeW.

```
50
Properties=species:S:1:pos:R:3:forces:R:3:lowdin_charge:R:1
W 0.5954 -1.2011 0.8769 0.2 -0.1 0.0 0.47
C 0.8344 -3.1124 2.3718 -0.1 0.0 -0.1 -0.17
C 1.6075 -2.0473 2.8292 0.0 0.0 0.0 -0.19
C 2.6323 -1.5182 1.9883 0.0 0.0 0.0 -0.20
C 2.8993 -2.1082 0.7431 0.0 0.0 -0.1 -0.16
C 2.0097 -3.0438 0.2177 0.0 0.1 0.0 -0.16
C 0.9514 -3.5308 1.0344 0.0 0.1 0.0 -0.19
H 0.0562 -3.5177 3.0010 0.0 0.0 0.0 0.11
H 1.4373 -1.6320 3.8114 0.0 0.0 0.0 0.12
H 3.2427 -0.7024 2.3412 0.0 0.0 0.0 0.13
H 3.7092 -1.7332 0.1348 0.0 0.0 0.0 0.12
H 2.1237 -3.4036 -0.7938 0.0 0.0 0.0 0.14
H 0.2691 -4.2672 0.6416 0.0 0.0 0.0 0.11
Se -1.7841 -1.5180 1.6599 0.0 0.0 0.0 0.08
Se -1.6929 -1.2282 3.9717 0.0 0.1 0.0 -0.02
Te -1.1551 1.2087 3.8494 0.0 -0.1 0.0 0.48
Se 0.5526 0.9677 1.9860 0.0 0.0 0.0 0.09
C -0.7887 2.3431 -1.1340 0.0 0.0 0.0 -0.01
N 0.5349 2.8319 -0.7823 0.0 0.0 0.0 -0.07
C 1.6351 2.0940 -0.6244 0.0 0.0 0.0 -0.72
Se 1.8358 0.2472 -0.9715 0.0 0.0 0.0 0.73
N 2.6432 2.8999 -0.2723 0.0 0.0 0.0 0.14
C 2.1875 4.2093 -0.1700 0.1 0.0 0.0 -0.16
C 2.8265 5.3985 0.1616 0.0 0.0 0.0 0.02
C 2.0395 6.5310 0.1655 0.0 0.0 0.0 -0.04
C 0.6712 6.4840 -0.1487 0.0 0.0 0.0 -0.04
C 0.0404 5.3031 -0.4807 0.0 0.0 0.0 0.02
C 0.8360 4.1618 -0.4863 -0.1 0.0 0.0 -0.15
H -0.6934 1.3478 -1.5596 0.0 0.0 0.0 0.04
H -1.2263 3.0145 -1.8694 0.0 0.0 0.0 0.11
H -1.4174 2.3013 -0.2442 0.0 0.0 0.0 0.10
H 3.5851 2.5764 -0.1194 0.0 0.0 0.0 0.17
H 3.8800 5.4375 0.4008 0.0 0.0 0.0 0.13
H 2.4870 7.4828 0.4159 0.0 0.0 0.0 0.12
H 0.0984 7.4008 -0.1318 0.0 0.0 0.0 0.12
H -1.0127 5.2738 -0.7234 0.0 0.0 0.0 0.12
C -2.3171 -3.4477 -3.2427 0.0 0.0 0.0 -0.24
As -2.3389 -2.9193 -1.4028 0.0 0.1 0.0 0.80
C -2.3665 -4.5369 -0.3702 0.0 0.0 0.0 -0.24
C -3.9696 -1.9412 -1.1425 0.0 0.0 0.0 -0.24
S -0.5442 -1.6610 -1.2780 0.0 0.0 0.0 0.15
H -3.2142 -4.0310 -3.4469 0.0 0.0 0.0 0.06
H -1.4291 -4.0471 -3.4312 0.0 0.0 0.0 0.05
H -2.2999 -2.5613 -3.8731 0.0 0.0 0.0 0.05
H -3.3255 -5.0213 -0.5558 0.0 0.0 0.0 0.06
H -2.2727 -4.3122 0.6883 0.0 0.0 0.0 0.01
H -1.5658 -5.1883 -0.7156 0.0 0.0 0.0 0.05
H -4.7962 -2.5456 -1.5158 0.0 0.0 0.0 0.06
H -3.9032 -1.0180 -1.7154 0.0 0.0 0.0 0.05
H -4.1080 -1.7196 -0.0888 0.0 0.0 0.0 0.00
```
Forces are in eV/Å.

Summary:
HOMO-LUMO gap (spin up / spin down) ... 5.756 / 5.758 eV
Total charge ... +2
E_tot ... -363149.4362 eV
Relative energy (zero: lowest compared OMol25 entry of this formula, charge and spin) ... 0.000 eV

Entry 2:
DFT (ωB97M-V/def2-TZVPD) results for the molecule C5H6N2 in a non-equilibrium geometry.

```
13
Properties=species:S:1:pos:R:3:forces:R:3:lowdin_charge:R:1
C -0.3199 -1.2076 0.5716 2.5 2.2 -0.2 0.13
C 1.9666 -0.5648 0.4471 -2.6 0.7 -1.4 0.10
C 1.2802 0.6164 -0.0852 1.3 -2.2 2.0 -0.35
C 2.3663 0.8453 0.9363 -2.6 -0.1 -1.9 -0.07
C -1.9548 -0.2199 -0.8843 -1.1 1.7 -1.3 -0.05
N 0.0475 0.8920 -0.3511 1.2 1.2 -0.5 0.08
N -0.6587 -0.2599 -0.2622 -0.1 -0.7 1.0 -0.30
H -0.9894 -2.0011 0.4386 -0.8 -1.7 0.0 0.03
H 1.9461 1.3889 1.7334 0.2 0.7 1.2 0.09
H 3.2708 1.0771 0.4783 2.1 0.4 0.3 0.06
H -2.1123 -1.1412 -1.4126 -0.1 -0.1 -0.7 0.08
H -2.6858 -0.1666 -0.1189 -0.8 -0.1 0.9 0.07
H -2.1565 0.7416 -1.4909 0.9 -1.8 0.7 0.12
```
Forces are in eV/Å.

Summary:
HOMO-LUMO gap ... 8.317 eV
E_tot ... -8253.6446 eV
Relative energy (zero: lowest compared OMol25 entry of this formula, charge and spin) ... 8.714 eV

Entry 3:
DFT (ωB97M-V/def2-TZVPD) results for a structure of composition C34H33BrN5O3OsPSTe in a non-equilibrium geometry.

```
80
Properties=species:S:1:pos:R:3:forces:R:3:lowdin_charge:R:1
Os 0.6030 -0.4184 0.1817 -0.1 0.1 0.4 1.32
Te 1.6766 -1.0672 2.5222 -0.1 -0.1 0.1 1.30
C 0.2554 -2.2715 3.3865 -0.2 -0.2 0.1 -1.01
C -0.9767 -2.6803 2.9136 -0.6 -0.5 0.3 -0.23
C -1.6543 -3.5710 3.8101 0.2 0.6 -0.9 -0.15
C -0.9295 -3.8163 4.9386 0.3 0.2 0.0 -0.36
S 0.5539 -2.9833 4.9208 0.3 -0.1 0.5 0.99
H -1.3908 -2.3495 1.9674 0.0 -0.1 0.0 0.08
H -2.6281 -4.0010 3.6243 0.0 0.0 0.0 0.11
H -1.1989 -4.4399 5.7775 0.0 0.0 0.0 0.09
C -1.1237 1.9963 -0.2166 0.0 0.0 0.1 -0.15
N -0.4243 1.2272 0.9199 -0.1 0.1 0.0 -0.23
C 0.4397 2.2536 1.6601 -0.1 -0.1 -0.1 -0.17
N -0.3499 3.3473 2.1356 -0.1 -0.1 0.0 -0.07
C -0.9987 4.0206 1.0063 0.0 0.0 0.0 -0.13
N -1.8875 3.0962 0.2950 0.1 0.0 0.1 -0.07
C -2.9045 2.5990 1.2242 0.0 0.0 0.0 -0.13
N -2.2821 1.9133 2.3627 0.1 0.0 -0.1 -0.07
C -1.5250 0.7912 1.8969 0.1 0.1 0.0 -0.17
C -1.3858 2.8540 3.0474 0.0 0.0 0.0 -0.13
H -1.7666 1.2850 -0.7291 0.0 0.0 0.0 0.11
H -0.3354 2.3475 -0.8787 0.0 0.0 0.0 0.12
H 1.1964 2.6034 0.9600 0.0 0.0 0.0 0.13
H 0.9165 1.7366 2.4922 0.0 0.0 0.0 0.08
H -0.2392 4.3963 0.3198 0.0 0.0 0.0 0.14
H -1.5810 4.8603 1.3810 0.0 0.0 0.0 0.14
H -3.5649 1.9063 0.7010 0.0 0.0 0.0 0.14
H -3.4935 3.4367 1.5928 0.0 0.0 0.0 0.14
H -2.1580 0.0834 1.3636 0.0 0.0 0.0 0.12
H -1.0279 0.2979 2.7327 0.0 0.0 0.0 0.09
H -0.9187 2.3580 3.8993 0.0 0.0 0.0 0.14
H -1.9690 3.6984 3.4096 0.0 0.0 0.0 0.14
O -1.2351 -0.9930 -0.6834 -0.1 0.0 -0.1 -0.47
P -1.1804 -2.0049 -1.8604 -0.1 0.0 0.0 0.86
C -1.7080 -1.2752 -3.3788 0.0 0.1 -0.1 -0.29
C -2.5030 -1.9805 -4.2828 0.0 0.0 0.0 -0.05
C -2.8495 -1.3918 -5.4905 0.0 0.0 0.0 -0.04
C -2.4112 -0.1097 -5.7886 0.0 0.0 0.0 -0.04
C -1.6205 0.5968 -4.8874 0.0 0.0 0.0 -0.05
C -1.2630 0.0169 -3.6841 0.0 0.0 0.0 -0.07
C 0.5689 -2.3750 -1.9679 0.2 -0.1 0.0 -0.30
C 1.3199 -2.2393 -3.1198 0.0 0.1 0.0 -0.03
C 2.7101 -2.3542 -3.0490 0.0 0.0 0.0 0.00
C 3.3473 -2.5717 -1.8382 0.0 0.0 0.0 -0.02
C 2.5992 -2.7205 -0.6767 0.0 0.1 0.0 -0.07
C 1.2060 -2.6313 -0.7305 0.1 0.2 0.0 -0.24
C -2.0867 -3.4747 -1.4801 -0.1 -0.1 0.1 -0.31
C -1.7072 -4.7004 -2.0318 0.0 0.0 0.0 -0.07
C -2.4568 -5.8337 -1.7588 0.0 0.0 0.0 -0.04
C -3.5742 -5.7434 -0.9375 0.0 0.0 0.0 -0.04
C -3.9493 -4.5257 -0.3838 0.0 0.0 0.0 -0.05
C -3.2078 -3.3856 -0.6523 0.0 0.0 0.0 -0.07
H -2.8636 -2.9728 -4.0426 0.0 0.0 0.0 0.11
H -3.4688 -1.9312 -6.1941 0.0 0.0 0.0 0.12
H -2.6880 0.3462 -6.7301 0.0 0.0 0.0 0.12
H -1.2861 1.5971 -5.1277 0.0 0.0 0.0 0.12
H -0.6328 0.5609 -2.9891 0.0 0.0 0.0 0.10
H 0.8384 -2.0147 -4.0632 0.0 0.0 0.0 0.12
H 3.2981 -2.2513 -3.9518 0.0 0.0 0.0 0.13
H 4.4260 -2.6405 -1.7969 0.0 0.0 0.0 0.13
H 3.0923 -2.9211 0.2659 0.0 0.0 0.0 0.11
H 0.6193 -2.9310 0.1381 0.0 -0.1 0.0 0.09
H -0.8318 -4.7734 -2.6677 0.0 0.0 0.0 0.12
H -2.1701 -6.7862 -2.1831 0.0 0.0 0.0 0.12
H -4.1581 -6.6303 -0.7284 0.0 0.0 0.0 0.12
H -4.8250 -4.4644 0.2485 0.0 0.0 0.0 0.12
H -3.5022 -2.4316 -0.2313 0.0 0.0 0.0 0.11
Br 3.7178 5.0391 -4.0276 0.0 0.1 0.0 0.81
C 4.1645 3.8747 -2.6253 0.0 0.0 0.0 -0.67
C 5.4210 3.9446 -2.0318 0.2 0.0 0.2 -0.14
N 5.8083 3.1437 -1.0388 -0.3 0.0 -0.2 0.10
C 4.9328 2.2474 -0.5973 0.2 0.0 0.1 -0.06
C 3.6526 2.1117 -1.1261 -0.1 0.0 -0.1 -0.13
C 3.2588 2.9425 -2.1720 0.0 -0.1 0.0 -0.05
C 2.7242 1.1190 -0.5732 0.1 -0.2 0.3 -0.59
O 2.9901 0.4412 0.4430 0.1 0.2 -0.3 -0.17
O 1.5637 0.9630 -1.1360 -0.1 -0.1 -0.2 -0.17
H 6.1413 4.6782 -2.3741 0.0 0.0 0.0 0.12
H 5.2582 1.6028 0.2105 0.0 0.0 0.0 0.13
H 2.2763 2.8541 -2.6154 0.0 0.0 0.0 0.11
```
Forces are in eV/Å.

Summary:
HOMO-LUMO gap (spin up / spin down) ... 6.784 / 5.680 eV
Total charge ... +2
E_tot ... -149298.6959 eV
Relative energy (zero: lowest compared OMol25 entry of this formula, charge and spin) ... 0.374 eV
Spin multiplicity ... 5

Entry 4:
DFT (ωB97M-V/def2-TZVPD) results for a cluster of 3 separate species, C4H10N2 in total in a non-equilibrium geometry.

```
16
Properties=species:S:1:pos:R:3:forces:R:3:lowdin_charge:R:1
C -3.4779 0.2789 -1.1549 -1.5 0.3 0.1 -0.25
C -2.6144 1.3595 -1.8373 3.9 -4.5 3.5 -0.03
N 0.1374 -1.4069 -0.1237 1.0 2.8 1.0 0.06
N 0.5946 -0.4624 0.2724 -2.1 -2.7 -1.6 0.00
C 2.4221 -0.9832 1.3490 1.1 0.4 0.5 -0.15
H 1.8610 -1.3163 2.2397 0.5 0.1 -0.7 0.06
H 2.6820 -1.6930 0.5455 -0.1 0.3 0.8 0.05
C 3.1396 0.3564 1.3765 0.1 0.2 -0.1 -0.20
H -4.5477 0.3761 -1.3268 -0.3 0.1 -0.1 0.05
H -3.2625 -0.7553 -1.3637 0.4 -0.4 -1.2 0.05
H -3.3744 0.2046 -0.0829 0.0 0.9 0.6 0.04
H -1.9001 0.6588 -2.4515 -1.2 2.4 -0.2 0.06
H -1.9282 1.5888 -0.8678 -1.3 1.2 -2.7 0.07
H 4.1268 0.2569 1.9242 -1.0 0.3 -0.6 0.08
H 3.3382 0.7452 0.3386 0.0 -0.6 0.9 0.07
H 2.5412 1.1700 1.8716 0.5 -0.9 -0.2 0.07
```
Forces are in eV/Å.

Summary:
HOMO-LUMO gap (spin up / spin down) ... 10.082 / 7.090 eV
E_tot ... -7285.0105 eV
Relative energy (zero: lowest compared OMol25 entry of this formula, charge and spin) ... 5.609 eV

Entry 5:
DFT (ωB97M-V/def2-TZVPD) results for a structure of composition C12H17N6O2ReSe.

```
39
Properties=species:S:1:pos:R:3:forces:R:3:lowdin_charge:R:1
Re 0.1023 1.0486 -0.5081 0.7 0.1 0.3 1.33
C 4.8468 1.0088 0.2991 -0.1 0.0 0.1 0.10
O 3.8127 1.0522 1.3654 0.0 0.0 0.0 0.09
C 2.5823 1.0650 1.0765 -0.3 0.1 0.2 -0.50
O 2.1055 1.0273 -0.1018 -0.1 0.0 -0.1 -0.13
N 1.7059 1.1080 2.1041 0.0 0.0 -0.2 0.11
N 0.3669 1.3393 1.7266 -0.1 -0.1 0.3 0.00
H 5.7745 0.9419 0.8543 0.0 0.0 -0.1 0.12
H 4.7801 1.9335 -0.2661 0.0 0.0 0.0 0.12
H 4.6723 0.1259 -0.3078 0.0 0.0 0.0 0.11
H 1.9968 1.3006 3.0573 0.1 0.0 0.0 0.20
H 0.1287 2.3156 1.9262 0.0 0.0 0.0 0.13
H -0.2415 0.7512 2.2980 0.0 0.0 0.0 0.13
Se 0.5524 1.5916 -2.7731 -0.1 -0.2 -0.4 0.97
C 0.3428 2.9773 -1.5797 0.0 0.5 -0.2 -0.68
N 0.1844 3.3489 -0.4720 0.0 -0.1 0.2 0.06
C -4.6913 1.2615 -0.0169 0.0 0.0 0.0 0.05
C -4.0680 0.1043 -0.4708 0.1 0.0 0.0 0.02
C -2.6968 0.0612 -0.5285 0.0 -0.1 -0.1 -0.07
N -1.9117 1.1278 -0.1876 -0.5 0.0 0.0 -0.15
C -2.5408 2.2577 0.2572 0.1 0.1 0.0 -0.08
C -3.9071 2.3490 0.3576 0.1 0.0 0.0 0.02
H -5.7709 1.3148 0.0479 0.0 0.0 0.0 0.15
H -4.6425 -0.7608 -0.7705 0.0 0.0 0.0 0.14
H -2.1767 -0.8246 -0.8592 -0.1 0.0 0.0 0.11
H -1.9041 3.0949 0.5057 0.0 0.0 0.0 0.10
H -4.3531 3.2667 0.7156 0.0 0.0 0.0 0.14
C 0.7187 -4.3491 -1.6444 0.0 0.0 0.0 0.06
N 0.4515 -3.1343 -0.8545 -0.1 0.2 0.0 -0.07
C 0.2198 -3.0893 0.4984 0.0 0.1 0.1 0.02
C 0.0535 -1.7836 0.8243 -0.1 -0.1 0.1 -0.09
N 0.1647 -1.0179 -0.3265 0.0 -0.2 -0.1 -0.17
C 0.4093 -1.8938 -1.3189 0.0 0.1 -0.1 -0.11
H 0.6417 -5.2016 -0.9768 0.0 0.0 0.0 0.11
H 1.7230 -4.2923 -2.0564 0.0 -0.1 0.0 0.11
H -0.0262 -4.4319 -2.4319 0.1 0.0 0.0 0.11
H 0.1960 -3.9821 1.0999 0.0 0.0 0.0 0.15
H -0.1568 -1.3698 1.7937 0.0 0.0 0.0 0.11
H 0.5552 -1.6423 -2.3562 0.0 0.0 0.0 0.15
```
Forces are in eV/Å.

Summary:
HOMO-LUMO gap (spin up / spin down) ... 6.500 / 6.954 eV
Total charge ... +3
E_tot ... -93203.6356 eV
Relative energy (zero: lowest compared OMol25 entry of this formula, charge and spin) ... 0.000 eV
Spin multiplicity ... 2

Entry 6:
DFT (ωB97M-V/def2-TZVPD) results for a cluster of 2 separate species, C2H7S in total.

```
10
Properties=species:S:1:pos:R:3:forces:R:3:lowdin_charge:R:1
C 0.9111 -0.3194 -2.0141 -0.1 -0.1 -0.1 -0.05
H 1.8161 -0.5366 -2.5781 0.1 0.1 0.0 0.01
H 0.2824 -1.2059 -2.0116 0.0 0.0 0.1 0.02
H 1.1498 -0.0392 -0.9946 0.0 0.0 0.1 0.01
H 0.3647 0.4961 -2.4794 0.0 0.1 -0.1 0.01
C -0.7864 0.3462 1.9530 -0.9 0.1 -0.3 -0.79
S -2.2229 -0.1761 2.9633 0.0 0.0 0.1 -0.11
H -0.1798 1.0842 2.4515 0.5 0.1 0.5 -0.04
H -1.1322 0.8715 1.0540 0.0 -0.3 -0.2 -0.03
H -0.2027 -0.5208 1.6560 0.3 0.0 -0.1 -0.04
```
Forces are in eV/Å.

Summary:
HOMO-LUMO gap ... 5.493 eV
Total charge ... -1
E_tot ... -13023.1239 eV
Relative energy (zero: lowest compared OMol25 entry of this formula, charge and spin) ... 0.493 eV

Entry 7:
DFT (ωB97M-V/def2-TZVPD) results for a structure of composition C28H22ClNOPRuS.

```
56
Properties=species:S:1:pos:R:3:forces:R:3:lowdin_charge:R:1
Ru -0.2606 0.2805 0.2200 -0.7 0.6 -0.1 0.79
O 0.9560 0.6804 -1.5738 -0.1 -0.2 -0.1 -0.26
N 1.9575 1.4989 -1.3132 0.2 0.3 0.2 -0.22
C 3.0683 1.4035 -2.0717 -0.1 -0.1 -0.1 -0.02
C 4.1434 2.2220 -1.8563 0.1 0.0 0.0 -0.05
C 4.0885 3.1583 -0.8253 -0.1 0.0 0.0 -0.06
C 2.9524 3.2336 -0.0513 0.1 0.1 -0.1 -0.08
C 1.8705 2.3902 -0.2923 -0.3 -0.1 -0.3 -0.62
S 0.4030 2.3994 0.6317 0.6 0.0 0.6 0.70
H 3.0172 0.6315 -2.8237 0.0 0.0 0.0 0.14
H 5.0203 2.1125 -2.4767 0.0 0.0 0.0 0.11
H 4.9296 3.8070 -0.6243 0.0 0.0 0.0 0.11
H 2.8729 3.9311 0.7699 0.0 0.0 0.0 0.11
C -6.8603 0.8999 -1.5857 0.0 0.0 0.0 -0.08
C -6.3660 -0.3846 -1.3967 0.0 0.0 0.0 -0.08
C -5.1292 -0.5727 -0.8002 0.0 0.0 0.0 -0.09
C -4.3792 0.5256 -0.3816 0.1 0.2 0.0 -0.36
C -4.8758 1.8097 -0.5841 0.0 0.0 0.0 -0.09
C -6.1153 1.9969 -1.1807 0.0 0.0 0.0 -0.08
P -2.7454 0.3244 0.4114 0.2 -0.3 -0.3 1.05
C -2.0557 -1.1088 -0.4677 -0.1 -0.3 -0.1 -0.46
C -1.4674 -0.8076 -1.7027 0.1 -0.3 -0.2 -0.17
C -0.8527 -1.8164 -2.4631 0.0 0.0 0.0 -0.08
C -0.8220 -3.1041 -1.9891 0.0 0.0 0.0 -0.08
C -1.4065 -3.4196 -0.7531 0.0 0.0 0.0 -0.08
C -2.0099 -2.4423 -0.0035 0.0 0.1 0.2 -0.08
C -3.0765 -0.3289 2.0465 -0.1 0.0 0.1 -0.33
C -4.3062 -0.6415 2.5650 0.1 0.1 -0.1 -0.07
C -4.4069 -1.0680 3.9030 0.0 0.0 0.1 -0.08
C -3.2932 -1.1146 4.6955 -0.1 0.0 0.0 -0.03
C -2.0176 -0.7547 4.1973 0.0 0.0 -0.1 -0.17
C -0.8772 -0.6939 5.0262 0.1 0.0 0.0 -0.05
C 0.3033 -0.2512 4.4988 -0.1 -0.1 0.1 -0.08
C 0.4160 0.0760 3.1323 -0.1 0.0 -0.1 -0.15
C -0.6387 -0.0315 2.2480 0.1 -0.3 0.0 -0.27
C -1.8917 -0.3996 2.8284 -0.1 0.1 0.1 -0.20
H -7.8252 1.0441 -2.0543 0.0 0.0 0.0 0.10
H -6.9440 -1.2415 -1.7182 0.0 0.0 0.0 0.10
H -4.7420 -1.5753 -0.6616 0.0 0.0 0.0 0.11
H -4.2893 2.6663 -0.2730 0.0 0.0 0.0 0.10
H -6.4941 2.9990 -1.3342 0.0 0.0 0.0 0.10
H -1.5704 0.1812 -2.1316 0.0 0.0 0.0 0.10
H -0.3982 -1.5603 -3.4105 0.0 0.0 0.0 0.11
H -0.3423 -3.8846 -2.5660 0.0 0.0 0.0 0.11
H -1.3730 -4.4379 -0.3882 0.0 0.0 0.0 0.11
H -2.4464 -2.6747 0.9611 0.0 0.0 0.0 0.12
H -5.2012 -0.5470 1.9625 0.0 0.0 0.0 0.10
H -5.3758 -1.3320 4.3072 0.0 0.0 0.0 0.10
H -3.3755 -1.4071 5.7361 0.0 0.0 0.0 0.11
H -0.9618 -0.9710 6.0702 0.0 0.0 0.0 0.11
H 1.1815 -0.1655 5.1278 0.0 0.0 0.0 0.10
H 1.3851 0.3975 2.7766 0.0 0.0 0.0 0.04
Cl 2.7309 -0.7885 0.8704 0.1 0.0 0.0 0.51
C 1.0632 -1.2906 0.4087 0.1 0.1 0.0 -0.66
H 0.7565 -2.0423 1.1309 0.0 0.1 0.0 0.01
H 1.1847 -1.7316 -0.5794 -0.1 0.0 0.0 -0.01
```
Forces are in eV/Å.

Summary:
HOMO-LUMO gap (spin up / spin down) ... 6.899 / 6.902 eV
E_tot ... -68157.4003 eV
Relative energy (zero: lowest compared OMol25 entry of this formula, charge and spin) ... 1.089 eV
Spin multiplicity ... 2

Entry 8:
DFT (ωB97M-V/def2-TZVPD) results for a structure of composition C6H12O.

```
19
Properties=species:S:1:pos:R:3:forces:R:3:lowdin_charge:R:1
C 2.4588 0.0904 0.7898 0.0 0.0 0.0 -0.11
C 1.4770 -0.5285 -0.2004 0.0 -0.1 0.0 -0.23
C 0.3326 0.4103 -0.5437 0.0 0.0 0.0 -0.37
C -0.8515 -0.1661 -1.2011 0.1 -0.1 -0.4 -0.08
C -0.6951 0.5984 0.5432 0.3 0.1 0.2 -0.20
C -2.0619 -0.6588 0.2072 -0.4 -0.3 0.1 -0.09
O -1.2594 1.8387 0.3957 -0.1 0.1 0.1 -0.03
H 3.2607 -0.6072 1.0517 -0.1 0.1 0.0 0.07
H 1.9394 0.3759 1.7102 0.1 0.0 -0.1 0.07
H 2.9242 0.9909 0.3732 -0.1 -0.1 0.0 0.07
H 1.0571 -1.4500 0.2229 0.0 0.1 0.0 0.11
H 1.9989 -0.8171 -1.1229 -0.1 0.1 0.1 0.11
H 0.6604 1.3694 -0.9506 -0.1 -0.1 0.0 0.15
H -0.7707 -1.1921 -1.5572 -0.1 0.1 0.2 0.11
H -1.4014 0.4945 -1.8676 0.0 -0.1 0.3 0.11
H -2.7889 -0.9297 -0.5758 0.1 0.0 0.0 0.06
H -2.6819 -0.1751 0.9752 0.2 0.0 -0.2 0.06
H -1.6759 -1.5739 0.6570 0.0 0.1 -0.1 0.07
H -1.9224 1.9299 1.0932 0.1 0.1 -0.1 0.10
```
Forces are in eV/Å.

Summary:
HOMO-LUMO gap ... 8.404 eV
E_tot ... -8459.4368 eV
Relative energy (zero: lowest compared OMol25 entry of this formula, charge and spin) ... 4.917 eV